C4H7NO3 | ωB97M-V/def2-TZVPD

```
! RIJCOSX wB97M-V def2-TZVPD def2/J DEFGRID3
* xyz 0 1
C 0.747 -0.074 -0.030
C 0.124 -1.362 -0.145
N 0.631 -2.320 0.502
O 1.570 -2.286 1.355
O 0.004 -3.583 0.401
H 1.905 -0.229 0.051
H 0.345 0.552 -0.853
H 0.415 0.243 1.039
H -0.911 -1.607 -0.589
H 0.384 -4.109 1.121
C -0.639 3.346 -0.558
C -1.689 2.544 -0.509
O -2.536 1.739 -0.306
H -0.616 4.274 -1.104
H 0.267 2.871 -0.375
*
```

Results
max |F|: 3.7 eV Å⁻¹
orbital gap: 9.58 eV
SMILES: C/C=[N+](\[O-])O.C=C=O
relative energy (zero: lowest compared OMol25 entry of this formula, charge and spin): 6.278 eV
calculated total energy: -11888.9994 eV

Here are the Mulliken charges for atoms 1 to 2, given in e: -0.74, -0.24

C7H12S | ωB97M-V/def2-TZVPD

```
! RIJCOSX wB97M-V def2-TZVPD def2/J DEFGRID3
* xyz 0 1
C 0.893 -0.063 -2.040
C 0.730 -0.585 -0.636
C 1.667 -0.162 0.366
C 1.145 0.186 1.556
C -0.351 -0.053 1.798
C -0.832 -0.209 0.322
C -1.556 1.115 -0.212
S -2.042 -1.623 0.143
H 0.750 1.074 -2.101
H 0.177 -0.632 -2.777
H 1.936 -0.053 -2.372
H 0.568 -1.614 -0.564
H 2.747 0.153 0.229
H 1.638 0.548 2.456
H -0.439 -0.888 2.436
H -0.633 0.849 2.256
H -1.793 1.208 -1.311
H -0.861 2.043 -0.131
H -2.521 1.338 0.297
H -1.223 -2.630 0.287
*
```

Results
max |F|: 4.2 eV Å⁻¹
orbital gap: 9.56 eV
SMILES: C[C@H]1C=CC[C@]1(C)S
relative energy (zero: lowest compared OMol25 entry of this formula, charge and spin): 2.722 eV
calculated total energy: -18286.5104 eV

Here are the Mulliken charges for atoms 1 to 2, given in e: -1.31, 0.38

C4H4O3 | ωB97M-V/def2-TZVPD

```
! RIJCOSX wB97M-V def2-TZVPD def2/J DEFGRID3
* xyz 0 1
C -1.859 0.066 0.194
C -0.496 -0.360 -0.257
O -0.259 -1.178 -1.121
C 0.694 0.317 0.433
O 0.568 1.179 1.285
C 1.965 -0.374 0.191
O 2.768 0.175 -0.665
H -1.960 -0.117 1.269
H -2.622 -0.481 -0.360
H -1.977 1.145 0.050
H 3.561 -0.384 -0.665
*
```

Results
max |F|: 0.5 eV Å⁻¹
orbital gap: 8.62 eV
relative energy (zero: lowest compared OMol25 entry of this formula, charge and spin): 3.221 eV
calculated total energy: -10351.9915 eV

Here are the Mulliken charges for atoms 1 to 2, given in e: -1.04, 0.71

C22H47GaN3O6 | ωB97M-V/def2-TZVPD

```
! RIJCOSX wB97M-V def2-TZVPD def2/J DEFGRID3
* xyz -1 3
C -3.996 -0.698 3.579
C -3.618 -2.065 3.006
O -2.654 -1.858 1.966
C -4.850 -2.807 2.500
O -5.748 -2.941 3.557
Ga -7.319 -3.860 2.998
C -8.837 -2.522 2.582
O -9.095 -1.651 3.729
N -9.852 -0.539 3.462
O -10.768 -0.725 2.738
H -3.609 -0.635 4.591
H -5.071 -0.578 3.577
H -3.535 0.053 2.945
H -3.161 -2.691 3.776
H -2.712 -2.580 1.325
H -5.282 -2.190 1.695
H -4.534 -3.784 2.108
H -7.828 -4.895 4.124
H -7.016 -4.661 1.630
H -9.706 -3.136 2.355
H -8.618 -1.898 1.720
C 3.498 -2.384 -1.375
C 1.978 -2.385 -1.636
C 1.422 -0.990 -1.356
C 1.418 -0.652 0.131
C 0.672 -1.718 0.935
C 1.121 -3.156 0.645
N 1.285 -3.420 -0.817
O 0.123 -3.657 -1.338
C 2.439 -3.463 1.384
C 0.109 -4.118 1.264
C 1.844 -2.711 -3.122
H 4.007 -1.822 -2.159
H 3.785 -1.910 -0.440
H 3.896 -3.400 -1.384
H 0.400 -0.913 -1.740
H 2.009 -0.247 -1.901
H 2.441 -0.537 0.505
H 0.937 0.314 0.278
H 0.780 -1.512 2.001
H -0.394 -1.618 0.718
H 2.819 -4.447 1.104
H 2.269 -3.470 2.461
H 3.225 -2.731 1.211
H -0.904 -3.928 0.919
H 0.106 -3.997 2.346
H 0.361 -5.155 1.036
H 2.233 -3.708 -3.337
H 2.415 -1.992 -3.708
H 0.813 -2.663 -3.466
C 4.808 4.379 -1.091
C 3.810 3.297 -1.548
C 3.677 3.344 -3.070
C 2.930 4.586 -3.553
C 1.567 4.701 -2.871
C 1.610 4.581 -1.343
N 2.485 3.461 -0.884
O 1.830 2.349 -0.983
C 2.080 5.907 -0.713
C 0.182 4.397 -0.833
C 4.452 1.977 -1.124
H 5.821 4.090 -1.372
H 4.644 5.353 -1.545
H 4.786 4.496 -0.007
H 3.147 2.452 -3.422
H 4.671 3.310 -3.522
H 3.522 5.488 -3.380
H 2.787 4.524 -4.634
H 1.101 5.650 -3.141
H 0.919 3.915 -3.272
H 2.209 5.796 0.364
H 1.333 6.684 -0.877
H 3.007 6.292 -1.131
H -0.318 3.551 -1.302
H -0.404 5.287 -1.063
H 0.164 4.249 0.247
H 4.548 1.925 -0.038
H 5.450 1.899 -1.555
H 3.886 1.110 -1.460
*
```

Results
max |F|: 2.3 eV Å⁻¹
orbital gap (spin up / spin down): 6.79 / 6.36 eV
calculated total energy: -92702.0481 eV

Here are the Mulliken charges for atoms 1 to 2, given in e: -1.24, 0.65

C4H6N3 | ωB97M-V/def2-TZVPD

```
! RIJCOSX wB97M-V def2-TZVPD def2/J DEFGRID3
* xyz 1 1
C -3.411 0.063 -0.147
N -2.188 0.065 0.177
C -0.891 0.273 0.039
C 0.022 -0.668 0.298
N 1.278 -0.576 0.181
C 2.288 -0.065 -0.138
N 3.627 0.107 -0.009
H -4.240 0.091 0.561
H -3.891 0.037 -1.159
H -0.459 1.315 -0.320
H -0.274 -1.676 0.662
H 3.932 0.749 0.788
H 4.206 0.287 -0.933
*
```

Results
max |F|: 5.9 eV Å⁻¹
orbital gap: 7.92 eV
SMILES: C=N/C=C/[N+]#CN
relative energy (zero: lowest compared OMol25 entry of this formula, charge and spin): 3.489 eV
calculated total energy: -8705.0155 eV

Here are the Mulliken charges for atoms 1 to 2, given in e: -0.13, -0.19

C10H11BrN3O | ωB97M-V/def2-TZVPD

```
! RIJCOSX wB97M-V def2-TZVPD def2/J DEFGRID3
* xyz 1 1
C 2.387 -2.514 -3.034
C 1.387 -1.890 -2.188
C 1.363 -1.921 -0.724
C 0.289 -1.245 -0.329
C -0.469 -0.913 0.926
N -0.627 0.497 1.270
C 0.350 0.988 2.149
C 0.269 2.287 2.534
C -0.700 3.205 2.046
C -1.532 2.755 1.058
C -1.511 1.345 0.702
N -2.404 0.796 -0.201
Br -3.883 1.713 -0.757
O -0.324 -0.849 -1.514
N 0.363 -1.278 -2.598
H 1.804 -3.073 -3.658
H 3.048 -1.961 -3.777
H 3.043 -3.198 -2.596
H 1.952 -2.554 -0.058
H -1.538 -1.384 0.787
H 0.034 -1.335 1.868
H 1.099 0.251 2.413
H 0.925 2.617 3.315
H -0.749 4.273 2.213
H -2.340 3.494 0.691
H -2.236 -0.106 -0.540
*
```

Results
max |F|: 3.6 eV Å⁻¹
orbital gap: 8.88 eV
SMILES: Cc1cc(Cn2cccc/c2=[NH+]\Br)on1
relative energy (zero: lowest compared OMol25 entry of this formula, charge and spin): 0.000 eV
calculated total energy: -87098.9369 eV

Here are the Mulliken charges for atoms 1 to 2, given in e: -1.31, 1.04

C37H36N2O2 | ωB97M-V/def2-TZVPD

```
! RIJCOSX wB97M-V def2-TZVPD def2/J DEFGRID3
* xyz 0 1
C 4.531 -5.101 -1.778
C 3.577 -3.966 -1.996
C 2.386 -4.183 -2.699
C 1.447 -3.169 -2.864
C 0.196 -3.443 -3.639
C 1.726 -1.900 -2.328
N 0.801 -0.839 -2.578
C 0.157 -0.045 -1.706
N -0.702 0.770 -2.350
C -1.593 1.701 -1.783
C -1.102 2.509 -0.693
C 0.215 2.484 -0.253
C -2.060 3.338 -0.028
C -3.381 3.414 -0.440
C -4.355 4.273 0.318
C -3.794 2.656 -1.547
C -2.926 1.785 -2.209
C -3.490 0.958 -3.329
C -0.484 0.668 -3.803
C 0.620 -0.332 -3.946
C 2.978 -1.622 -1.758
C 3.395 -0.226 -1.441
C 3.867 -2.677 -1.543
H 5.418 -4.758 -1.239
H 4.063 -5.906 -1.198
H 4.848 -5.533 -2.735
H 2.189 -5.168 -3.132
H -0.637 -2.805 -3.329
H 0.350 -3.316 -4.721
H -0.112 -4.486 -3.495
H 0.459 2.981 0.680
H 0.377 -0.048 -0.640
H 1.021 2.116 -0.874
H -1.727 3.912 0.842
H -5.338 4.266 -0.164
H -4.475 3.911 1.349
H -3.998 5.311 0.375
H -4.828 2.727 -1.884
H -4.585 0.985 -3.271
H -3.227 1.360 -4.317
H -3.191 -0.095 -3.275
H -1.387 0.326 -4.310
H -0.196 1.642 -4.217
H 1.553 0.140 -4.290
H 0.376 -1.156 -4.618
H 4.484 -0.205 -1.297
H 3.143 0.484 -2.243
H 2.948 0.131 -0.500
H 4.821 -2.469 -1.055
C 3.352 -0.815 6.137
C 1.979 -0.695 5.903
C 1.549 -0.419 4.610
C 2.456 -0.224 3.560
C 3.828 -0.315 3.789
C 4.271 -0.628 5.081
C 1.709 0.141 2.327
O 2.175 0.531 1.253
C 0.276 0.077 2.663
C -0.723 0.307 1.760
C -2.030 0.759 2.171
C -2.196 1.632 3.283
C -3.461 2.008 3.715
C -4.597 1.583 3.009
C -4.451 0.780 1.870
C -3.188 0.376 1.454
C 0.149 -0.252 4.125
O -0.849 -0.370 4.825
H 3.711 -1.051 7.141
H 1.236 -0.808 6.692
H 4.519 -0.146 2.965
H 5.337 -0.723 5.284
H -0.555 0.113 0.713
H -1.311 2.011 3.796
H -3.564 2.634 4.604
H -5.591 1.886 3.347
H -5.332 0.465 1.303
H -3.059 -0.260 0.573
*
```

Results
max |F|: 2.2 eV Å⁻¹
orbital gap: 4.48 eV
relative energy (zero: lowest compared OMol25 entry of this formula, charge and spin): 0.861 eV
calculated total energy: -46025.8818 eV

Here are the Mulliken charges for atoms 1 to 2, given in e: -1.50, 0.80

Question: Number 3 is which compound?
Answer: C4H4O3